[1]
This record from the OMol25 dataset describes one molecule with the formula C6H13NS in a non-equilibrium geometry. The level of theory is the ωB97M-V functional and the def2-TZVPD basis.

Geometry as XYZ:
```
21
Properties=species:S:1:pos:R:3
C 2.2191 -0.6546 -0.6362
C 2.8417 0.5076 -0.0309
C 1.4734 0.1028 0.4365
C -2.1608 -0.3245 -1.4231
C -1.6569 -0.5691 1.2522
C -1.1799 -0.4924 -0.2448
N -0.2890 2.1531 1.3397
S 0.0097 0.9529 -0.2109
H 1.7410 -0.4797 -1.6917
H 2.5610 -1.7036 -0.4684
H 3.5135 0.4332 0.7175
H 3.0747 1.2666 -0.7038
H 1.4009 -0.4429 1.4375
H -2.6438 0.5711 -1.2736
H -1.6658 -0.3461 -2.3458
H -2.8492 -1.0655 -1.3468
H -2.7616 -0.4353 1.3701
H -1.2052 0.2517 1.7594
H -1.4548 -1.5385 1.7391
H -0.4500 -1.2172 -0.5772
H -0.5179 3.0303 0.9012
```

- energy relative to the best compared isomer or geometry (same formula, charge and spin) (eV) = 4.9450
- HOMO energy (hartree) = -0.2845
- lowest unoccupied orbital energy (eV) = 0.84
- orbital gap (eV) = 8.6



[2]
This record from the OMol25 dataset describes a 13-piece molecular cluster, C29H84N4O13 overall in a non-equilibrium geometry. The level of theory is the ωB97M-V functional and the def2-TZVPD basis.

Geometry as XYZ:
```
130
Properties=species:S:1:pos:R:3
C 16.0878 9.6653 4.6439
O 14.6971 9.4611 4.9477
H 16.2544 10.7376 4.5988
H 16.4366 9.1883 3.7198
H 16.7745 9.4234 5.4757
H 14.4278 10.0328 5.6581
C 16.4116 13.5989 5.0757
O 16.8273 13.0609 3.8646
H 16.1026 14.6098 4.8958
H 17.2427 13.5472 5.7791
H 15.6074 13.0242 5.5151
H 17.6402 13.5314 3.6078
C 15.8812 6.5244 5.4613
O 17.1564 6.0968 5.2694
H 15.2949 5.5891 5.4671
H 15.4641 7.1134 4.6867
H 15.7330 6.9869 6.3924
H 17.6272 6.1985 6.1209
C 13.1859 11.5099 7.7601
O 13.9651 11.3879 6.5712
N 13.4627 10.7617 8.8042
N 12.2040 12.3176 7.9600
H 14.2776 10.0982 8.6359
H 13.1472 10.8315 9.7761
H 11.8722 12.9613 7.1856
H 11.9318 12.6129 8.8923
C 16.4567 10.7275 8.4788
O 16.9825 10.7835 9.7195
N 16.3447 11.7201 7.6481
N 16.0184 9.6281 8.0238
H 16.5780 12.7025 7.9372
H 15.6537 11.6964 6.9029
H 16.1447 8.7871 8.5842
H 15.8946 9.4585 7.0368
C 21.3935 13.5737 6.7399
C 20.6804 13.1831 8.0089
C 19.8777 11.9250 7.8238
O 21.5150 13.0505 8.9343
H 22.2014 12.8937 6.6779
H 21.8682 14.5421 6.8833
H 20.7740 13.4984 5.8674
H 19.9957 14.0262 8.2567
H 20.5586 11.0827 7.5744
H 19.1167 12.0600 7.1019
H 19.2374 11.5948 8.6532
H 22.1229 13.8265 8.9521
C 18.8279 8.1242 7.2294
C 19.9745 7.4945 6.4509
C 21.3231 7.7790 7.1392
O 19.9689 6.3072 6.1562
H 19.1487 9.1223 7.6516
H 18.4881 7.3731 7.9447
H 17.9687 8.2571 6.6373
H 20.0593 8.0358 5.4678
H 21.5535 7.2667 8.0339
H 21.5159 8.8342 7.2378
H 22.1054 7.3728 6.4663
H 20.2537 6.2998 5.2386
C 17.6183 12.2186 13.3440
C 18.5413 11.1160 13.7027
C 18.0319 9.8061 13.0808
O 19.6749 11.1569 13.1983
H 17.3319 12.1978 12.3045
H 18.0345 13.1540 13.5779
H 16.7191 12.0658 13.9573
H 18.5345 11.0959 14.7611
H 17.7913 9.9826 12.0344
H 17.1280 9.5784 13.6430
H 18.7203 8.9196 13.1791
H 19.5576 11.2201 12.2615
C 12.0189 7.6205 9.0483
C 11.7183 8.1719 7.6440
C 12.8361 7.7793 6.6848
O 10.6946 7.6440 7.0960
H 12.8893 8.1130 9.4963
H 12.2255 6.6379 9.0441
H 11.1994 7.8300 9.7739
H 11.6617 9.2281 7.6671
H 13.7790 8.2250 6.9888
H 12.6827 8.0117 5.6329
H 12.9350 6.7234 6.6961
H 10.4209 8.2299 6.3840
C 19.3634 7.4426 10.7068
C 20.6449 8.1941 10.9402
C 20.5893 9.5890 10.3148
O 20.8783 8.3588 12.1546
H 19.0953 6.7770 11.4977
H 19.4186 6.8640 9.7744
H 18.5117 8.0979 10.6942
H 21.3720 7.5785 10.5249
H 20.4943 9.4956 9.2285
H 21.4082 10.2597 10.4770
H 19.6606 10.0945 10.6708
H 20.8020 7.5757 12.6072
C 14.2051 11.7626 0.8693
C 14.4653 11.2383 2.2730
C 13.8525 12.1332 3.3674
O 13.7872 10.2206 2.4582
H 14.2803 11.1023 -0.0032
H 14.8023 12.6057 0.7456
H 13.1600 12.0722 1.0512
H 15.4749 11.0136 2.5210
H 14.2453 11.8240 4.3192
H 12.8246 12.1863 3.4806
H 14.3166 13.1061 3.2935
H 14.1328 9.9203 3.3404
C 15.5511 8.0796 11.0531
C 16.0001 6.8738 10.2827
C 14.8484 5.8629 10.3739
O 16.2340 7.1531 9.0997
H 15.6961 8.0009 12.0910
H 14.5972 8.4751 10.6624
H 16.2195 8.9549 10.9388
H 16.9023 6.4312 10.6128
H 14.0664 6.0370 9.6344
H 14.3900 5.7435 11.3084
H 15.1742 4.8121 10.1799
H 16.2949 6.3385 8.6473
C 14.6068 14.4240 9.1472
C 15.7262 14.8360 8.2053
C 15.8249 16.3659 8.2510
O 16.8057 14.2532 8.3950
H 14.8277 14.7199 10.0996
H 14.5644 13.3672 9.1225
H 13.6188 14.8420 8.9443
H 15.4024 14.6198 7.1687
H 16.1791 16.7900 9.1769
H 14.8732 16.7882 7.9633
H 16.4598 16.7995 7.4284
H 17.1117 14.6574 9.2126
```

- energy relative to the best compared isomer or geometry (same formula, charge and spin) (eV) = 13.8605
- HOMO energy (hartree) = -0.3049
- lowest unoccupied orbital energy (eV) = -0.01
- orbital gap (eV) = 8.3



[3]
This record from the OMol25 dataset describes C40H51IrN4O3Si4Te as an isolated structure in a non-equilibrium geometry. The level of theory is the ωB97M-V functional and the def2-TZVPD basis.

Geometry as XYZ:
```
104
Properties=species:S:1:pos:R:3
Ir -1.3104 -0.2637 -0.8015
C 0.3141 -2.9835 3.7789
C 0.2772 -1.6290 3.4765
C 0.1813 -1.2124 2.1643
C 0.1014 -2.1450 1.1213
C 0.0757 -3.5098 1.4429
C 0.1948 -3.9169 2.7582
N 0.0103 -1.6805 -0.1918
C 0.6014 -2.3424 -1.2382
C 1.5885 -3.3370 -1.1534
C 2.1417 -3.8619 -2.3020
C 1.7237 -3.4408 -3.5698
C 0.7566 -2.4716 -3.6976
C 0.2031 -1.9163 -2.5413
N -0.7696 -0.9611 -2.5197
N -1.2702 -0.4774 -3.6100
C -2.2291 0.4522 -3.3895
C -2.8742 1.0731 -4.4688
C -3.8423 2.0159 -4.2233
C -4.1694 2.3335 -2.9037
C -3.5084 1.6890 -1.8831
N -2.5620 0.7714 -2.0983
H 0.3999 -3.3147 4.8046
H 0.3141 -0.8981 4.2733
H 0.1483 -0.1579 1.9212
H -0.0792 -4.2414 0.6615
H 0.1724 -4.9722 2.9963
H 1.9261 -3.6903 -0.1927
H 2.9073 -4.6212 -2.2186
H 2.1563 -3.8806 -4.4570
H 0.4039 -2.1282 -4.6593
H -2.5817 0.7863 -5.4677
H -4.3506 2.5055 -5.0419
H -4.9309 3.0639 -2.6785
H -3.7310 1.9251 -0.8498
O -3.0993 -1.2761 0.1976
C -3.8519 -0.4967 1.1554
C -3.1209 0.8828 1.2900
O -3.6791 1.8485 1.7678
O -1.9125 0.8221 0.8763
C -5.3222 -0.4334 0.7643
C -5.9859 -1.6606 0.6791
C -7.3394 -1.7157 0.3966
C -8.0499 -0.5469 0.1662
C -7.3958 0.6721 0.2357
C -6.0418 0.7327 0.5396
C -3.7803 -1.1004 2.5608
C -4.4014 -0.4403 3.6204
C -4.3923 -0.9921 4.8888
C -3.7752 -2.2154 5.1164
C -3.1641 -2.8743 4.0642
C -3.1575 -2.3184 2.7916
H -3.7247 -1.6870 -0.4124
H -5.4408 -2.5786 0.8703
H -7.8412 -2.6740 0.3775
H -9.1064 -0.5895 -0.0621
H -7.9383 1.5926 0.0675
H -5.5581 1.6930 0.6290
H -4.8865 0.5098 3.4487
H -4.8746 -0.4625 5.6992
H -3.7797 -2.6501 6.1073
H -2.6900 -3.8330 4.2289
H -2.6803 -2.8442 1.9748
C 2.2224 3.4983 2.5348
Si 3.4894 2.2762 1.8535
C 5.2121 3.0503 1.8758
C 3.4252 0.6768 2.8604
Si 2.9569 1.6538 -0.4441
Te 0.4657 1.9078 -0.5009
Si 3.4403 3.2324 -2.2437
C 2.5759 4.8678 -1.8559
C 2.7212 2.4613 -3.8140
C 5.2988 3.5321 -2.4054
Si 4.3008 -0.3088 -0.8968
C 3.9754 -1.7070 0.3408
C 4.1435 -0.8568 -2.6985
C 6.0828 0.2737 -0.6183
H 2.5108 3.8293 3.5340
H 1.2334 3.0437 2.6092
H 2.1326 4.3847 1.9058
H 5.4801 3.3264 2.8972
H 5.2513 3.9569 1.2713
H 5.9776 2.3673 1.5094
H 3.3812 0.8970 3.9287
H 4.3024 0.0528 2.6924
H 2.5440 0.0827 2.6175
H 1.4963 4.7361 -1.7680
H 2.7577 5.5969 -2.6474
H 2.9340 5.3024 -0.9220
H 1.7068 2.0967 -3.6439
H 3.3159 1.6209 -4.1698
H 2.6751 3.1929 -4.6225
H 5.7703 3.7163 -1.4399
H 5.4748 4.4130 -3.0254
H 5.8097 2.6929 -2.8774
H 2.9649 -1.6900 0.7483
H 4.6766 -1.6304 1.1709
H 4.1322 -2.6802 -0.1248
H 3.1160 -1.0735 -2.9900
H 4.7281 -1.7637 -2.8667
H 4.5389 -0.0941 -3.3696
H 6.3334 0.2913 0.4423
H 6.2717 1.2663 -1.0257
H 6.7743 -0.4182 -1.1024
```

- charge = +1
- energy relative to the best compared isomer or geometry (same formula, charge and spin) (eV) = 0.0038
- HOMO energy (alpha / beta) (hartree) = -0.3552 / -0.3546
- lowest unoccupied orbital energy (alpha / beta) (eV) = -4.20 / -5.25
- ⟨S²⟩ = 0.760
- orbital gap (alpha / beta) (eV) = 5.5 / 4.4
- 2S+1 = 2



[4]
This record from the OMol25 dataset describes a 2-piece molecular cluster, C3H7NO3 overall in a non-equilibrium geometry. The level of theory is the ωB97M-V functional and the def2-TZVPD basis.

Geometry as XYZ:
```
14
Properties=species:S:1:pos:R:3
C 0.1196 0.4222 -0.0753
N 1.2688 1.1028 -0.1643
C 2.6403 0.6892 -0.2537
C 3.0941 -0.5758 0.4268
O 4.2653 -0.9037 0.6779
O -0.2494 -0.5885 -0.6317
H -0.6770 0.8483 0.5832
H 1.1703 2.0799 -0.1337
H 3.2889 1.4968 -0.1458
H 2.9731 0.3248 -1.3901
H 2.2626 -1.2085 0.7132
H -5.9676 -1.0877 0.2866
H -7.4628 -0.9688 0.0874
O -6.7262 -1.6310 0.0195
```

- charge = +1
- energy relative to the best compared isomer or geometry (same formula, charge and spin) (eV) = 2.9520
- HOMO energy (alpha / beta) (hartree) = -0.4855 / -0.4855
- lowest unoccupied orbital energy (alpha / beta) (eV) = -5.40 / -10.09
- ⟨S²⟩ = 0.770
- orbital gap (alpha / beta) (eV) = 7.8 / 3.1
- 2S+1 = 2



[5]
This record from the OMol25 dataset describes a 2-piece molecular cluster, C5H4ClO3 overall in a non-equilibrium geometry. The level of theory is the ωB97M-V functional and the def2-TZVPD basis.

Geometry as XYZ:
```
13
Properties=species:S:1:pos:R:3
C 0.5956 -0.6181 0.8361
C -0.5962 0.1584 0.4434
C -2.7701 -0.4072 -0.0303
C 1.2389 0.7446 -0.8279
C 1.7550 -0.2186 0.2077
O -2.8258 -0.3655 -1.2053
O -3.1504 -0.4761 1.0778
O -0.0961 0.9688 -0.5748
Cl 3.2633 -0.9144 0.0467
H 0.5675 -1.4485 1.5385
H -1.1663 0.8418 1.1595
H 1.9747 1.6195 -0.8812
H 1.2100 0.1154 -1.7901
```

- charge = -1
- energy relative to the best compared isomer or geometry (same formula, charge and spin) (eV) = 2.3149
- HOMO energy (hartree) = -0.0697
- lowest unoccupied orbital energy (eV) = 3.35
- orbital gap (eV) = 5.3



[6]
This record from the OMol25 dataset describes a 5-piece molecular cluster, C4H20N2O4S2 overall in a non-equilibrium geometry. The level of theory is the ωB97M-V functional and the def2-TZVPD basis.

Geometry as XYZ:
```
32
Properties=species:S:1:pos:R:3
C 0.1468 -2.0521 -0.1488
N -0.0950 -0.6158 -0.3738
C -1.5065 -0.1976 -0.1367
C -1.8003 0.1707 1.3489
N -1.3352 -0.8649 2.2873
C -1.7802 1.0858 -0.9769
S -1.6566 0.7484 -2.7580
S -0.2860 1.9842 -3.5644
H 1.1393 -2.3035 -0.5277
H 0.0866 -2.4095 0.9444
H -0.5751 -2.6413 -0.7058
H 0.5225 -0.0689 0.1484
H -2.1878 -1.0048 -0.4771
H -2.8831 0.4291 1.4171
H -1.2492 1.1124 1.5455
H -1.5209 -0.5557 3.2630
H -1.7419 -1.7706 2.0487
H -1.0180 1.8175 -0.6441
H -2.8247 1.4529 -0.7144
H 0.9677 1.4398 -3.3339
O 1.8582 -0.7484 -2.6583
H 1.4289 -1.0624 -3.4365
H 1.0858 -0.6486 -2.0403
O 3.0214 -0.3862 0.1939
H 3.3342 -1.2707 0.0173
H 2.8424 -0.0151 -0.6777
O 1.4353 0.5236 2.1903
H 2.1275 0.0926 1.5696
H 0.7638 -0.1208 2.3522
O 0.3708 2.6449 0.9441
H 0.7751 1.8468 1.3705
H 0.5542 3.3886 1.5332
```

- energy relative to the best compared isomer or geometry (same formula, charge and spin) (eV) = 0.0000
- HOMO energy (hartree) = -0.3204
- lowest unoccupied orbital energy (eV) = 0.55
- SMILES string = CN[C@@H](CN)CSS.O.O.O.O
- orbital gap (eV) = 9.3



[7]
This record from the OMol25 dataset describes C51H37N7OReSe as an isolated structure in a non-equilibrium geometry. The level of theory is the ωB97M-V functional and the def2-TZVPD basis.

Geometry as XYZ:
```
98
Properties=species:S:1:pos:R:3
Re 12.2457 12.0589 12.7737
C 6.4240 13.2194 17.7958
C 6.8506 14.2941 17.0070
C 7.9099 14.1056 16.1252
C 8.6795 12.9541 16.1270
C 8.3031 11.9530 17.0582
C 7.2039 12.0697 17.8430
C 9.7725 12.7036 15.1288
C 11.0401 12.5556 15.5976
C 11.4174 12.6184 17.0133
C 12.7550 12.4454 17.0618
C 13.2634 12.3152 15.7065
C 14.5719 12.0403 15.3586
C 15.5111 11.7524 16.4380
C 16.0073 10.4989 16.8084
C 16.7976 10.3592 17.9393
C 17.1579 11.4434 18.7469
C 16.7265 12.6972 18.3560
C 15.9548 12.8757 17.2142
C 15.1054 11.9413 14.0425
N 14.3336 12.0659 12.8948
C 15.2053 12.0343 11.8236
C 14.8134 11.9270 10.4666
C 15.8922 11.7933 9.4253
C 16.4811 12.9138 8.8698
C 17.4848 12.7537 7.8834
C 17.7321 11.4670 7.3719
C 17.0094 10.3867 7.8815
C 16.1634 10.5281 8.9568
C 13.4873 11.8260 9.9432
C 13.0781 11.8025 8.5498
C 11.7329 11.8335 8.5597
C 11.2449 11.9482 9.8900
N 12.3403 11.9993 10.6961
C 9.8873 11.8149 10.3181
C 9.4565 11.9591 11.5853
C 8.0557 12.0605 11.9569
C 7.9934 12.4766 13.2837
C 9.3485 12.5514 13.7815
N 10.2152 12.2133 12.7221
C 8.8530 11.5905 9.2329
C 8.1467 12.7317 8.8971
C 7.0931 12.6840 7.9549
C 6.7080 11.4426 7.4611
C 7.4000 10.3169 7.8144
C 8.4979 10.4032 8.6313
C 16.5155 11.9291 12.3433
C 16.4871 11.7725 13.6902
N 12.1538 12.3553 14.8277
H 5.5561 13.4085 18.4007
H 6.3600 15.2134 17.0005
H 8.1633 14.9309 15.4532
H 8.8511 11.0091 17.1259
H 6.9515 11.2051 18.4450
H 10.7474 12.7848 17.8083
H 13.5080 12.5087 17.8810
H 15.8905 9.5465 16.2223
H 17.2259 9.3341 18.1705
H 17.7469 11.2649 19.6432
H 17.0108 13.5384 18.9791
H 15.5454 13.8298 16.9155
H 16.2009 13.8968 9.2690
H 17.9553 13.6441 7.5421
H 18.4971 11.4009 6.6219
H 17.1300 9.3956 7.4944
H 15.7320 9.7024 9.5052
H 13.7359 11.6420 7.7135
H 11.0584 11.7902 7.6911
H 7.2250 11.6940 11.3828
H 7.1408 12.6438 13.8728
H 8.4417 13.6390 9.4142
H 6.5722 13.6570 7.6924
H 5.8301 11.4270 6.7840
H 7.0785 9.4538 7.2441
H 9.0178 9.4670 8.9325
H 17.3668 11.8996 11.7495
H 17.3611 11.7702 14.3416
C 13.0917 16.3218 12.3877
C 12.7530 15.1244 13.1869
O 12.2441 14.0923 12.3366
H 13.4188 17.1881 12.9772
H 12.2040 16.6963 11.8463
H 13.7787 16.0875 11.5668
H 11.9472 15.3795 13.9003
H 13.6344 14.7717 13.7125
H 11.3693 14.3801 11.9992
Se 9.9474 8.0651 15.2820
N 10.8574 6.9288 14.3091
C 11.7236 7.6063 13.6170
C 12.7093 7.0119 12.8275
C 13.5463 7.8806 12.1665
C 13.3886 9.2477 12.2824
N 12.4442 9.8776 12.9178
C 11.6089 9.0412 13.6798
N 10.6781 9.5061 14.5047
H 12.9466 5.9793 12.7736
H 14.3528 7.5292 11.5211
H 14.1630 9.8361 11.7692
```

- charge = +2
- energy relative to the best compared isomer or geometry (same formula, charge and spin) (eV) = 2.0095
- HOMO energy (alpha / beta) (hartree) = -0.4534 / -0.4576
- lowest unoccupied orbital energy (alpha / beta) (eV) = -6.60 / -7.37
- ⟨S²⟩ = 3.841
- orbital gap (alpha / beta) (eV) = 5.7 / 5.1
- 2S+1 = 4